(1)
{
  "formula": "C3H5NO2",
  "method": "ωB97M-V/def2-TZVPD",
  "species": ["N", "C", "O", "C", "C", "O", "H", "H", "H", "H", "H"],
  "coordinates": [[0.285016, -1.483884, -0.222192], [0.092211, -0.683254, 0.875809], [0.492115, -0.984790, 1.988321], [-0.465951, 0.665799, 0.641115], [0.173918, 1.218835, -0.912531], [-1.112146, 1.182078, -0.467561], [-0.402475, -1.394102, -0.955812], [0.527790, -2.424999, 0.038049], [-0.800810, 1.157630, 1.573817], [0.953573, 1.893200, -0.599792], [0.256759, 0.853487, -1.959225]],
  "forces_ev_per_a": [[-0.2, -0.4, 0.1], [-0.1, -0.2, -0.1], [-0.2, 0.2, -0.4], [0.2, 0.0, -0.3], [0.1, -0.1, 0.5], [-0.7, 0.1, -0.2], [0.1, -0.1, -0.1], [0.0, -0.2, -0.1], [1.0, 0.2, -0.5], [-0.6, 1.1, 0.0], [0.5, -0.6, 1.1]],
  "fmax_ev_per_a": 1.3,
  "e_lumo_ha": 0.013,
  "e_above_lowest_kcal_mol": 84.9,
  "total_charge": 0,
  "smiles": "NC(=O)[C@H]1CO1"
}

***

(2)
{
  "formula": "C7H11N6S",
  "method": "ωB97M-V/def2-TZVPD",
  "species": ["C", "C", "C", "C", "C", "C", "C", "N", "N", "N", "N", "N", "N", "S", "H", "H", "H", "H", "H", "H", "H", "H", "H", "H", "H"],
  "coordinates": [[-3.451617, 0.736886, -0.405176], [-2.316338, 0.692627, -1.139926], [-3.327815, 0.546587, 1.010953], [-1.108164, 0.093910, -0.555669], [-1.234625, -0.425439, 0.842216], [1.790761, -0.427373, -0.044309], [1.078210, 2.206206, 0.543716], [-2.326094, -0.007312, 1.574495], [-0.137531, -0.011323, -1.416790], [1.032904, -0.523203, -1.116779], [-0.328884, -1.148687, 1.374932], [2.862581, -1.225126, -0.077228], [2.763310, -2.410252, -0.800950], [1.964888, 0.793087, 1.219290], [-4.322898, 1.253590, -0.938032], [-2.316560, 1.118792, -2.095177], [-4.110311, 1.051996, 1.649523], [1.361074, 2.438701, -0.548139], [1.471351, 3.098661, 1.219064], [-0.035262, 1.891653, 0.533512], [-0.496084, -1.608422, 2.258427], [3.640088, -1.311003, 0.531279], [1.146869, -1.342528, -1.630794], [3.092085, -3.243540, -0.362911], [3.308060, -2.238488, -1.625527]],
  "forces_ev_per_a": [[-0.1, 1.8, -2.5], [-0.8, -0.8, 2.1], [-1.1, 0.5, 1.1], [0.4, 0.2, -1.3], [0.5, -0.3, 1.0], [1.9, 1.1, 1.0], [-0.3, 1.0, -0.7], [-0.8, 0.2, 0.7], [-3.3, 1.6, 0.2], [0.8, 0.2, 1.9], [0.6, -0.3, -1.8], [-0.3, -2.1, 0.3], [-0.6, 0.5, -2.0], [-0.2, -0.3, -1.0], [1.0, -1.0, 1.4], [0.4, 0.2, -1.4], [0.8, -0.9, -0.5], [-0.2, -0.4, 1.7], [-1.5, -1.8, -1.4], [1.7, 1.5, 0.5], [-0.7, 0.5, 0.4], [0.2, 1.4, 1.2], [1.1, -1.7, -1.3], [0.2, -0.3, 0.9], [0.3, -0.5, -0.6]],
  "fmax_ev_per_a": 3.7,
  "e_lumo_ha": -0.179,
  "e_above_lowest_kcal_mol": 0.0,
  "total_charge": 1
}

***

(3)
{
  "formula": "C36H38N3O2P2PbS",
  "method": "ωB97M-V/def2-TZVPD",
  "species": ["Pb", "N", "C", "C", "C", "C", "C", "C", "P", "C", "C", "C", "C", "C", "C", "C", "C", "C", "C", "C", "C", "H", "H", "H", "H", "H", "H", "H", "H", "H", "H", "H", "H", "H", "H", "H", "H", "C", "P", "C", "C", "H", "H", "H", "H", "H", "H", "H", "H", "H", "C", "O", "C", "C", "C", "C", "C", "C", "N", "C", "C", "C", "C", "C", "C", "C", "O", "H", "H", "H", "H", "H", "H", "H", "H", "H", "H", "H", "H", "H", "S", "C", "N"],
  "coordinates": [[0.678107, 1.520364, 1.646647], [0.296607, 0.983964, 4.086347], [-0.492193, -0.190136, 4.447447], [-0.752693, -0.448436, 5.787147], [-1.544793, -1.521936, 6.156247], [-2.107793, -2.334436, 5.184347], [-1.851993, -2.088136, 3.849047], [-1.014593, -1.034536, 3.471347], [-0.680793, -0.776136, 1.697447], [-2.378093, -0.649636, 1.047347], [-2.887493, -1.511236, 0.083547], [-4.220993, -1.411236, -0.279353], [-5.039393, -0.463436, 0.313947], [-4.522793, 0.418764, 1.253147], [-3.192393, 0.330464, 1.615547], [0.029107, -2.311836, 1.034047], [0.190207, -3.469536, 1.786847], [0.669307, -4.619636, 1.181347], [0.999707, -4.613736, -0.164253], [0.883007, -3.445036, -0.902553], [0.404707, -2.292336, -0.309553], [1.180707, 0.945864, 4.595647], [-0.194493, 1.800664, 4.456247], [-0.345893, 0.199864, 6.547947], [-1.729393, -1.711936, 7.202547], [-2.747693, -3.153436, 5.474147], [-2.308593, -2.708336, 3.090347], [-2.256393, -2.265336, -0.364253], [-4.626393, -2.093636, -1.009953], [-6.085493, -0.421036, 0.055947], [-5.161893, 1.162464, 1.706547], [-2.783393, 1.012864, 2.349647], [-0.060993, -3.484336, 2.835547], [0.769907, -5.527736, 1.756047], [1.352707, -5.517136, -0.634053], [1.167507, -3.436136, -1.943053], [0.312707, -1.373236, -0.873653], [4.302007, 2.107264, 1.138647], [3.304907, 0.634864, 1.596947], [4.005807, 0.146464, 3.218147], [3.967207, -0.661436, 0.482347], [5.353607, 1.915464, 1.347447], [3.987007, 2.979664, 1.708847], [4.184307, 2.314064, 0.076347], [5.089807, 0.087464, 3.137247], [3.617507, -0.828336, 3.508847], [3.752207, 0.878064, 3.982047], [5.056407, -0.610036, 0.481647], [3.599407, -0.522436, -0.532553], [3.655307, -1.640536, 0.841747], [-1.205093, -2.990736, -4.654253], [-1.109993, -1.657736, -4.160553], [0.059007, -1.006036, -4.217553], [1.283107, -1.554536, -4.596953], [2.409107, -0.755836, -4.651053], [2.350907, 0.598664, -4.322053], [1.157407, 1.161764, -3.933453], [0.002007, 0.373764, -3.863453], [-1.265593, 0.856264, -3.611153], [-1.720593, 1.980664, -3.146853], [-0.998393, 3.042664, -2.486053], [-1.431193, 4.324564, -2.603153], [-0.806493, 5.449164, -1.895453], [0.524707, 5.155264, -1.343053], [0.929907, 3.889564, -1.171853], [0.107707, 2.742664, -1.541153], [0.270807, 1.623864, -1.058153], [-2.259893, -3.248136, -4.583653], [-0.617393, -3.678736, -4.044653], [-0.883993, -3.048136, -5.695353], [1.353807, -2.590236, -4.887953], [3.343807, -1.176136, -4.989353], [3.233907, 1.211964, -4.411253], [1.095707, 2.223664, -3.755653], [-1.963893, 0.162064, -3.902253], [-2.786493, 2.138964, -3.271553], [-2.274893, 4.552764, -3.240253], [-0.853393, 6.389864, -2.451553], [1.135707, 5.988764, -1.030653], [1.874907, 3.659664, -0.702553], [-1.978993, 5.848964, -0.426953], [-1.574593, 4.490764, 0.442647], [-1.224793, 3.537864, 0.987747]],
  "forces_ev_per_a": [[0.1, 0.6, 0.0], [0.1, -0.1, 0.3], [-0.1, -0.4, 0.1], [0.0, 0.0, 0.0], [0.1, 0.1, 0.0], [-0.1, -0.1, 0.0], [0.0, 0.1, 0.1], [0.2, 0.2, -0.3], [-0.6, -0.9, 0.4], [0.3, 0.2, -0.1], [0.2, 0.0, 0.1], [-0.1, 0.0, 0.0], [0.0, 0.0, 0.0], [0.0, 0.1, 0.0], [0.1, 0.0, -0.1], [0.1, 0.4, 0.0], [0.0, 0.1, 0.0], [0.0, -0.1, -0.1], [0.0, 0.0, 0.1], [0.0, 0.0, -0.1], [0.0, 0.0, 0.2], [-0.1, 0.1, 0.0], [0.2, 0.0, -0.1], [0.1, 0.1, 0.1], [0.0, 0.0, 0.1], [-0.1, -0.1, 0.0], [0.0, 0.0, 0.0], [0.0, -0.1, 0.0], [-0.1, -0.1, -0.1], [-0.1, 0.0, -0.1], [0.0, 0.0, 0.0], [0.0, 0.1, 0.1], [0.0, 0.0, 0.1], [0.0, 0.0, 0.1], [0.1, -0.1, -0.1], [0.1, 0.0, -0.1], [0.0, 0.1, -0.2], [-0.4, -0.2, 0.1], [1.2, -0.6, 0.0], [-0.3, 0.1, -0.2], [-0.3, 0.2, 0.2], [0.0, 0.0, 0.0], [0.0, 0.1, 0.0], [0.0, 0.0, -0.1], [0.1, 0.0, 0.0], [0.0, 0.0, 0.0], [0.0, 0.1, 0.1], [0.0, 0.0, 0.0], [0.0, 0.0, 0.0], [0.0, -0.1, 0.0], [-0.1, -0.5, -0.2], [-0.1, 0.4, 0.2], [0.3, 0.6, 0.2], [-0.3, 0.0, 0.0], [0.0, 0.3, 0.1], [0.1, -0.1, 0.0], [-0.4, -0.2, -0.1], [1.5, -0.9, -0.3], [-1.2, 0.6, 0.2], [-0.2, -0.5, -0.3], [0.1, 0.5, 0.1], [0.0, -0.9, -0.3], [-0.2, 0.3, 0.4], [0.4, -0.4, -0.1], [0.3, 0.5, 0.1], [-0.2, -0.1, 0.3], [0.0, 0.3, -0.4], [0.1, 0.0, 0.0], [0.0, 0.1, 0.0], [0.0, 0.1, 0.0], [-0.1, -0.1, 0.0], [0.1, -0.1, 0.0], [0.0, 0.1, 0.0], [0.1, 0.1, 0.0], [-0.1, 0.3, 0.0], [0.0, -0.2, 0.0], [-0.2, 0.0, 0.0], [0.0, -0.1, 0.0], [0.1, 0.1, 0.1], [0.1, 0.1, 0.1], [0.1, 0.5, -0.6], [-0.1, -0.3, 0.3], [-0.5, 0.1, 0.1]],
  "fmax_ev_per_a": 1.8,
  "e_lumo_ha": -0.341,
  "e_above_lowest_kcal_mol": 0.0,
  "total_charge": 3
}

***

(4)
{
  "formula": "C20H22ClN3O2S",
  "method": "ωB97M-V/def2-TZVPD",
  "species": ["O", "Cl", "O", "S", "C", "C", "C", "C", "C", "C", "C", "C", "C", "C", "C", "C", "C", "N", "N", "N", "C", "C", "C", "C", "C", "C", "C", "H", "H", "H", "H", "H", "H", "H", "H", "H", "H", "H", "H", "H", "H", "H", "H", "H", "H", "H", "H", "H", "H"],
  "coordinates": [[-0.165258, 2.373252, 2.339183], [1.417054, -2.723497, 7.032989], [-2.404880, -4.548383, -0.750377], [-1.562561, -2.954091, 2.591570], [-0.821639, 0.178517, 2.205951], [1.014978, -0.557946, 5.454945], [-0.070310, -2.556347, 4.771275], [0.470329, 0.106011, 4.351785], [-2.847503, -0.113559, -0.769897], [-3.216284, -1.469634, -0.840088], [0.775304, -1.915247, 5.663806], [-0.586646, -1.950354, 3.646169], [-2.028270, -1.906885, 1.248063], [-0.300693, -0.545394, 3.394614], [-1.638105, -0.526121, 1.227702], [-2.054988, 0.365632, 0.259272], [-2.832880, -2.373555, 0.181122], [-1.502386, 1.615788, 0.543710], [-0.560774, 1.706232, -2.473073], [-0.775531, 1.444232, 1.773733], [-3.314944, -3.817559, 0.072593], [-0.917094, 2.724923, -4.670888], [1.042350, 0.000017, -1.744053], [-1.529208, 1.932846, -3.563382], [0.693282, 0.975968, -2.837206], [-1.538913, 2.776772, -0.352353], [-0.421375, 2.772776, -1.454522], [-1.502082, -4.437189, -0.388138], [1.622201, -0.008341, 6.165847], [-0.387034, -3.569705, 5.003187], [0.677444, 1.171996, 4.188869], [-3.122872, 0.578829, -1.597884], [-3.751751, -1.830268, -1.715800], [-3.377897, -4.322319, 1.023145], [-4.352489, -3.818532, -0.358887], [-1.625665, 2.743345, -5.489704], [0.029074, 2.278126, -5.028590], [-0.742798, 3.757795, -4.326763], [1.274448, 0.492399, -0.795846], [0.203157, -0.701928, -1.603617], [1.913919, -0.613735, -2.052440], [-2.413474, 2.511761, -3.205398], [-1.926980, 0.974492, -3.898118], [1.552544, 1.654990, -2.904853], [0.595546, 0.438169, -3.819891], [-1.388888, 3.674588, 0.232963], [-2.525451, 2.870812, -0.769722], [-0.418685, 3.745689, -1.975179], [0.557394, 2.702319, -0.914506]],
  "forces_ev_per_a": [[0.1, 1.1, -0.3], [0.1, -0.2, 0.1], [0.2, -0.2, -0.1], [-0.3, -0.3, -0.3], [-1.6, -1.5, -1.6], [0.1, -0.1, 0.1], [-0.2, -1.0, 0.4], [0.4, 0.3, 0.0], [-0.8, 0.2, -2.0], [0.9, 1.1, 0.9], [-0.5, 1.4, -0.8], [0.3, 2.4, -0.9], [-0.4, 1.4, -0.9], [0.0, -0.1, 0.2], [0.4, -1.5, 1.6], [0.5, 0.0, 0.2], [-0.1, 0.1, 0.7], [-0.5, -1.5, 0.2], [0.1, -0.5, 0.6], [0.4, -0.5, 0.2], [0.2, 0.8, -0.4], [0.3, 0.4, -0.6], [0.1, -1.3, -0.2], [0.3, 0.3, 1.3], [-0.6, 0.5, 0.1], [1.7, 0.0, 0.2], [0.0, -0.6, -0.3], [-0.8, 0.0, -0.2], [0.0, 0.0, -0.1], [0.2, 0.0, -0.2], [-0.1, -0.5, 0.2], [0.1, -0.7, 0.7], [-0.1, 0.1, 0.3], [-0.1, 0.0, 0.6], [1.2, -0.2, 0.0], [0.0, 0.3, -0.4], [-0.5, 0.3, 0.1], [0.1, -0.3, -0.3], [-0.1, 0.0, -0.1], [0.3, 0.3, 0.2], [-0.3, 0.4, 0.3], [0.6, -0.5, 0.2], [0.1, -0.1, -0.1], [-0.1, 0.3, -0.5], [-0.2, 0.6, 0.9], [0.1, 0.1, 0.4], [-0.5, -0.4, -0.2], [-0.1, 0.1, 0.4], [-0.7, -0.2, -0.6]],
  "fmax_ev_per_a": 2.7,
  "e_lumo_ha": 0.008,
  "e_above_lowest_kcal_mol": 69.2,
  "total_charge": 0
}